Below is C23H49HoN4P3S as an isolated structure at a distorted geometry, with properties calculated with ωB97M-V/def2-TZVPD.

Structure (XYZ):
```
81
Properties=species:S:1:pos:R:3
Ho 0.05 -0.21 -0.26
P -0.47 -2.69 -1.43
P 2.36 -0.24 -1.85
P -2.64 -0.48 1.05
H 2.83 4.46 -2.24
C 1.94 4.23 -1.63
C 1.91 4.45 -0.31
H 2.69 5.04 0.18
C -1.28 -2.75 -3.08
C 0.94 -3.82 -1.73
C -1.57 -3.81 -0.49
C 3.35 1.29 -1.73
C 3.69 -1.49 -1.62
C 2.09 -0.32 -3.66
C -3.01 0.94 2.16
C -3.04 -1.85 2.22
C -4.17 -0.51 0.04
H 1.07 3.85 -2.17
H 1.10 4.09 0.33
H -1.40 -3.80 -3.39
H -0.65 -2.22 -3.81
H -2.26 -2.27 -3.02
H 0.56 -4.80 -2.04
H 1.52 -3.94 -0.80
H 1.60 -3.42 -2.51
H -1.64 -4.77 -1.02
H -2.57 -3.37 -0.39
H -1.16 -3.99 0.52
H 3.93 1.43 -2.65
H 4.05 1.21 -0.88
H 2.72 2.16 -1.57
H 4.23 -1.65 -2.57
H 3.28 -2.44 -1.27
H 4.40 -1.12 -0.86
H 3.03 -0.14 -4.20
H 1.35 0.45 -3.95
H 1.69 -1.31 -3.92
H -3.84 1.52 1.73
H -2.13 1.60 2.23
H -3.29 0.59 3.16
H -4.14 -1.91 2.33
H -2.59 -1.66 3.20
H -2.67 -2.81 1.84
H -4.85 0.31 0.33
H -4.68 -1.47 0.16
H -3.89 -0.38 -1.02
C -2.07 2.86 -1.83
C -3.15 2.36 -2.59
C -4.08 3.24 -3.14
C -3.95 4.62 -2.93
C -2.93 5.11 -2.13
C -2.00 4.24 -1.56
S -0.76 1.83 -1.30
H -1.50 0.48 -1.26
H -3.22 1.29 -2.77
H -4.90 2.86 -3.75
H -4.65 5.29 -3.43
H -2.84 6.18 -1.96
H -1.19 4.63 -0.95
C 0.60 -1.77 2.44
N 1.11 -0.48 1.84
C 2.59 -0.61 1.71
N 3.25 -0.88 3.00
C 2.69 -2.14 3.55
N 1.22 -2.06 3.74
C 0.94 -0.93 4.66
N 1.45 0.36 4.14
C 0.83 0.62 2.83
C 2.92 0.21 3.95
H 0.84 -2.59 1.74
H -0.48 -1.69 2.58
H 2.99 0.33 1.31
H 2.81 -1.46 1.05
H 3.15 -2.33 4.53
H 2.91 -2.96 2.85
H -0.15 -0.85 4.81
H 1.44 -1.15 5.61
H 1.25 1.55 2.42
H -0.26 0.71 2.96
H 3.38 -0.01 4.92
H 3.31 1.16 3.54
```

Its highest occupied orbital energy (alpha / beta) is -16.919 / -16.921 eV. The largest force on an atom comes out at 0.070 Eh/bohr. The spin multiplicity is 5. As for the total charge: +3. Its LUMO energy (alpha / beta) is -10.65 / -10.56 eV. The value obtained for the molecular weight is 671.6 u. Its energy above the lowest of the compared OMol25 structures with the same formula, charge and spin is 120.61 kJ/mol. Its HOMO-LUMO gap (alpha / beta) is 6.3 / 6.4 eV.

---

Below is C23H49N3OP4Pb as an isolated structure at a distorted geometry, with properties calculated with ωB97M-V/def2-TZVPD.

Structure (XYZ):
```
81
Properties=species:S:1:pos:R:3
Pb 0.86 -0.65 0.47
P -1.86 -0.27 -0.77
P 0.15 -3.01 1.64
P 0.96 -2.06 -2.20
H 3.98 2.70 -0.82
C 3.70 2.72 -1.89
C 2.49 3.20 -2.28
H 1.73 3.47 -1.54
C -2.93 0.85 0.19
C -2.98 -1.70 -0.96
C -1.81 0.54 -2.41
C 1.26 -3.95 2.76
C -1.31 -2.66 2.82
C -0.69 -4.33 0.59
C 1.55 -0.74 -3.33
C -0.36 -2.90 -3.18
C 2.30 -3.29 -2.41
H 4.44 2.35 -2.61
H 2.16 3.12 -3.34
H -2.57 1.88 0.09
H -2.93 0.54 1.24
H -3.94 0.76 -0.23
H -3.00 -2.25 -0.01
H -2.64 -2.34 -1.78
H -3.97 -1.28 -1.17
H -0.88 1.11 -2.50
H -2.68 1.21 -2.46
H -1.87 -0.22 -3.21
H 0.72 -4.61 3.45
H 1.81 -3.22 3.37
H 1.99 -4.54 2.20
H -1.33 -3.46 3.61
H -2.27 -2.68 2.24
H -1.15 -1.66 3.29
H -0.79 -5.27 1.18
H -0.08 -4.51 -0.32
H -1.71 -3.97 0.30
H 2.19 -1.18 -4.10
H 2.14 0.00 -2.76
H 0.71 -0.21 -3.80
H 0.11 -3.50 -3.97
H -1.06 -2.18 -3.63
H -0.93 -3.57 -2.52
H 2.29 -3.62 -3.45
H 2.10 -4.15 -1.75
H 3.27 -2.87 -2.15
C 3.94 -2.07 0.86
C 4.30 -3.05 1.76
C 5.40 -3.83 1.43
C 6.31 -3.56 0.40
C 5.97 -2.41 -0.34
C 4.83 -1.65 -0.15
O 2.78 -1.45 0.92
H 1.61 -2.25 1.17
H 3.61 -3.16 2.61
H 5.56 -4.71 2.05
H 7.08 -4.26 0.21
H 6.66 -2.14 -1.11
H 4.61 -0.78 -0.77
C -0.21 4.32 3.35
N -1.14 3.29 3.85
C -0.70 2.81 5.18
N 0.68 2.29 5.16
C 1.59 3.34 4.64
N 1.19 3.84 3.31
C 1.38 2.82 2.28
P 0.32 1.32 2.59
C -1.30 2.19 2.91
C 0.78 1.06 4.38
H -0.26 5.18 4.04
H -0.51 4.61 2.33
H -1.37 2.01 5.52
H -0.73 3.67 5.87
H 2.61 2.93 4.58
H 1.55 4.19 5.35
H 1.12 3.23 1.29
H 2.44 2.51 2.26
H -2.01 1.44 3.32
H -1.69 2.57 1.96
H 1.81 0.68 4.42
H 0.10 0.30 4.80
```

Its highest occupied orbital energy (alpha / beta) is -18.603 / -18.447 eV. The largest force on an atom comes out at 0.096 Eh/bohr. As for the total charge: +4. Its LUMO energy (alpha / beta) is -15.79 / -15.75 eV. The value obtained for the molecular weight is 714.8 u. Its energy above the lowest of the compared OMol25 structures with the same formula, charge and spin is 541.55 kJ/mol. Its HOMO-LUMO gap (alpha / beta) is 2.8 / 2.7 eV.

---

Below is C23H49N3OP4Ru as an isolated structure at a distorted geometry, with properties calculated with ωB97M-V/def2-TZVPD.

Structure (XYZ):
```
81
Properties=species:S:1:pos:R:3
Ru -0.08 -0.12 0.24
P -1.83 -1.59 0.39
P 1.23 -0.76 1.97
P 1.13 -1.29 -1.39
H -0.71 6.12 -6.73
C -0.79 5.23 -7.36
C -1.96 4.64 -7.62
H -2.90 5.05 -7.23
C -3.45 -0.97 0.98
C -1.59 -3.12 1.37
C -2.28 -2.14 -1.30
C 2.78 0.22 1.95
C 0.70 -0.53 3.71
C 1.82 -2.48 2.09
C 0.53 -1.09 -3.11
C 1.34 -3.12 -1.30
C 2.83 -0.64 -1.48
H 0.15 4.84 -7.80
H -2.03 3.76 -8.28
H -3.69 -0.01 0.50
H -3.44 -0.85 2.08
H -4.23 -1.70 0.72
H -1.34 -2.86 2.41
H -0.78 -3.74 0.95
H -2.52 -3.71 1.37
H -2.41 -1.24 -1.93
H -3.22 -2.70 -1.26
H -1.49 -2.78 -1.72
H 3.35 0.06 2.88
H 2.54 1.29 1.88
H 3.40 -0.05 1.10
H 1.39 -1.05 4.39
H -0.30 -0.95 3.87
H 0.69 0.53 4.01
H 2.91 -2.50 2.25
H 1.61 -3.06 1.18
H 1.34 -2.99 2.93
H 0.99 -1.88 -3.74
H 0.83 -0.11 -3.49
H -0.56 -1.18 -3.15
H 1.44 -3.51 -2.32
H 0.47 -3.60 -0.84
H 2.25 -3.37 -0.74
H 3.25 -0.87 -2.47
H 3.45 -1.10 -0.71
H 2.80 0.45 -1.34
C -1.10 1.87 -2.71
C 0.08 2.70 -2.62
C 0.61 3.29 -3.75
C -0.02 3.14 -4.98
C -1.23 2.44 -5.09
C -1.79 1.83 -3.98
O -1.51 1.13 -1.75
H 0.29 1.44 -0.28
H 0.56 2.79 -1.65
H 1.52 3.88 -3.65
H 0.39 3.60 -5.88
H -1.76 2.39 -6.04
H -2.71 1.24 -4.00
C -1.17 3.63 3.88
N -0.49 4.06 2.63
C -1.45 4.73 1.73
N -2.62 3.88 1.44
C -3.28 3.49 2.70
N -2.35 2.77 3.59
C -1.97 1.47 3.06
P -1.00 1.61 1.43
C 0.19 2.94 1.98
C -2.27 2.72 0.62
H -1.53 4.53 4.40
H -0.47 3.06 4.49
H -0.95 4.98 0.79
H -1.82 5.63 2.25
H -4.12 2.82 2.47
H -3.61 4.40 3.21
H -1.36 0.95 3.81
H -2.88 0.88 2.88
H 0.70 3.29 1.08
H 0.94 2.53 2.68
H -3.18 2.13 0.42
H -1.84 3.04 -0.33
```

Its highest occupied orbital energy (alpha / beta) is -15.480 / -15.494 eV. The largest force on an atom comes out at 0.059 Eh/bohr. The spin multiplicity is 6. As for the total charge: +3. Its LUMO energy (alpha / beta) is -7.89 / -12.08 eV. The value obtained for the molecular weight is 608.6 u. Its energy above the lowest of the compared OMol25 structures with the same formula, charge and spin is 0.00 kJ/mol. Its HOMO-LUMO gap (alpha / beta) is 7.6 / 3.4 eV.

---

Below is a 2-piece molecular cluster, C23H49N4O2PS2 overall at a distorted geometry, with properties calculated with ωB97M-V/def2-TZVPD.

Structure (XYZ):
```
81
Properties=species:S:1:pos:R:3
C 0.66 -4.72 3.91
C 0.67 -3.22 4.22
C 0.77 -3.07 5.75
C 1.91 -2.57 3.58
C 1.62 -2.12 2.13
C 2.75 -2.43 1.14
C 1.18 -0.63 2.12
O 1.50 0.09 0.98
P 0.37 -0.10 -0.38
C 1.34 1.29 -1.34
C 1.93 0.81 -2.66
N 0.89 0.64 -3.68
C -0.86 1.18 0.37
C -2.24 1.08 -0.31
C -2.94 -0.20 0.21
S -3.62 -1.35 -1.03
C -2.35 -2.59 -1.38
S -1.46 -2.42 -2.73
N -2.18 -3.73 -0.59
C -2.84 -4.93 -1.15
C -3.13 -5.92 -0.05
O -4.07 -5.44 0.88
C -3.79 -4.11 1.32
C -2.46 -3.55 0.84
H 1.67 -5.10 4.01
H 0.03 -5.23 4.64
H 0.27 -4.94 2.92
H -0.25 -2.75 3.88
H 1.48 -3.77 6.17
H -0.20 -3.31 6.20
H 1.03 -2.06 6.03
H 2.22 -1.72 4.19
H 2.73 -3.29 3.58
H 0.75 -2.71 1.82
H 2.32 -2.88 0.25
H 3.30 -1.55 0.83
H 3.45 -3.14 1.59
H 1.66 -0.13 2.97
H 0.10 -0.60 2.34
H 1.29 -1.06 -1.00
H -0.31 -1.22 0.28
H -0.50 -0.27 -1.51
H 0.71 2.16 -1.56
H 2.17 1.63 -0.72
H 2.46 -0.13 -2.54
H 2.68 1.57 -2.97
H 0.52 1.54 -3.97
H 1.27 0.17 -4.49
H -1.06 0.98 1.43
H -0.47 2.20 0.34
H -2.16 1.11 -1.39
H -2.82 1.93 0.03
H -2.27 -0.69 0.90
H -3.81 0.10 0.80
H -2.13 -5.41 -1.82
H -3.72 -4.69 -1.75
H -3.59 -6.79 -0.52
H -2.20 -6.27 0.41
H -3.74 -4.13 2.41
H -4.62 -3.44 1.08
H -1.67 -4.06 1.39
H -2.42 -2.51 1.13
C -0.90 7.86 -3.21
C 0.21 7.30 -4.07
N 1.12 6.41 -3.34
C 2.10 5.65 -3.93
C 2.75 4.99 -2.93
N 2.14 5.36 -1.76
C 1.16 6.21 -2.03
C 2.51 4.90 -0.42
H -0.51 8.45 -2.38
H -1.54 8.51 -3.80
H -1.52 7.06 -2.79
H 0.81 8.11 -4.49
H -0.21 6.73 -4.90
H 2.23 5.66 -5.00
H 3.57 4.30 -2.93
H 0.50 6.65 -1.29
H 1.66 4.36 0.00
H 2.77 5.75 0.21
H 3.35 4.23 -0.49
```

Its highest occupied orbital energy is -5.774 eV. The largest force on an atom comes out at 0.034 Eh/bohr. As for the total charge: 0. Its LUMO energy is -0.88 eV. The value obtained for the molecular weight is 508.8 u. Its HOMO-LUMO gap is 4.9 eV.

---

Below is C23H50F3NbO4P3 as an isolated structure at a distorted geometry, with properties calculated with ωB97M-V/def2-TZVPD.

Structure (XYZ):
```
84
Properties=species:S:1:pos:R:3
C -1.09 -3.12 7.83
C -2.61 -3.18 7.47
C -3.14 -4.65 7.24
C -3.86 -4.81 5.86
C -2.83 -5.35 4.81
C -2.20 -4.15 4.02
C -0.64 -4.10 4.09
C -0.04 -4.06 2.65
C -0.16 -2.63 2.01
C 1.23 -1.96 1.81
C 1.45 -1.40 0.37
C 2.56 -0.31 0.44
C 3.69 -0.46 -0.60
C 3.20 -0.49 -2.08
C 3.09 0.97 -2.63
C 1.65 1.57 -2.33
Nb 0.83 2.97 -3.90
C 1.03 4.80 -2.51
C 0.17 6.02 -2.93
C -0.03 7.06 -1.81
F -1.30 7.52 -1.75
F 0.75 8.16 -2.03
F 0.30 6.62 -0.59
C -1.32 2.82 -3.22
C -1.38 2.16 -1.79
C -1.74 0.66 -1.80
O -2.67 1.76 -1.36
P -0.03 4.45 -5.88
O -1.51 4.70 -5.70
P 3.20 3.61 -4.77
O 3.36 3.01 -6.16
P 0.65 0.90 -5.43
C -0.90 0.97 -6.50
O 0.35 -0.42 -4.41
H -0.55 -2.53 7.07
H -0.97 -2.58 8.78
H -0.62 -4.11 7.90
H -2.80 -2.61 6.56
H -3.15 -2.73 8.32
H -3.81 -4.90 8.08
H -2.27 -5.30 7.33
H -4.68 -5.52 6.00
H -4.28 -3.86 5.52
H -2.05 -5.97 5.28
H -3.37 -5.98 4.10
H -2.59 -3.19 4.39
H -2.47 -4.20 2.95
H -0.21 -4.97 4.62
H -0.34 -3.19 4.64
H 1.01 -4.37 2.75
H -0.62 -4.78 2.06
H -0.74 -2.70 1.08
H -0.78 -2.05 2.72
H 1.32 -1.11 2.50
H 2.05 -2.65 2.08
H 0.51 -0.91 0.10
H 1.66 -2.20 -0.36
H 2.13 0.71 0.38
H 3.03 -0.37 1.44
H 4.36 0.41 -0.50
H 4.28 -1.37 -0.41
H 3.97 -1.00 -2.68
H 2.26 -1.04 -2.22
H 3.86 1.63 -2.22
H 3.19 0.87 -3.73
H 1.01 0.69 -2.16
H 1.73 2.09 -1.36
H 2.08 5.14 -2.55
H 0.83 4.44 -1.49
H 0.71 6.55 -3.73
H -0.84 5.75 -3.29
H -1.78 3.81 -3.05
H -1.96 2.17 -3.84
H -0.65 2.50 -1.05
H -2.21 0.31 -2.72
H -1.61 0.07 -0.90
H 0.65 5.71 -5.93
H 0.18 3.78 -7.13
H 4.26 3.29 -3.87
H 3.28 5.04 -4.90
H -1.06 -0.04 -6.90
H -1.79 1.20 -5.89
H -0.73 1.71 -7.29
H 0.56 -1.26 -4.86
```

Its highest occupied orbital energy is -4.632 eV. The largest force on an atom comes out at 0.066 Eh/bohr. As for the total charge: -1. Its LUMO energy is 1.53 eV. The value obtained for the molecular weight is 633.5 u. Its HOMO-LUMO gap is 6.2 eV.

---

Which formula does entry 2 have? C23H49N3OP4Pb

---

What is the formula in the third record? C23H49N3OP4Ru

---

Which of these has the highest total charge? C23H49N3OP4Pb

---

What did the first record say?
Below is C23H49HoN4P3S as an isolated structure at a distorted geometry, with properties calculated with ωB97M-V/def2-TZVPD.

Structure (XYZ):
```
81
Properties=species:S:1:pos:R:3
Ho 0.05 -0.21 -0.26
P -0.47 -2.69 -1.43
P 2.36 -0.24 -1.85
P -2.64 -0.48 1.05
H 2.83 4.46 -2.24
C 1.94 4.23 -1.63
C 1.91 4.45 -0.31
H 2.69 5.04 0.18
C -1.28 -2.75 -3.08
C 0.94 -3.82 -1.73
C -1.57 -3.81 -0.49
C 3.35 1.29 -1.73
C 3.69 -1.49 -1.62
C 2.09 -0.32 -3.66
C -3.01 0.94 2.16
C -3.04 -1.85 2.22
C -4.17 -0.51 0.04
H 1.07 3.85 -2.17
H 1.10 4.09 0.33
H -1.40 -3.80 -3.39
H -0.65 -2.22 -3.81
H -2.26 -2.27 -3.02
H 0.56 -4.80 -2.04
H 1.52 -3.94 -0.80
H 1.60 -3.42 -2.51
H -1.64 -4.77 -1.02
H -2.57 -3.37 -0.39
H -1.16 -3.99 0.52
H 3.93 1.43 -2.65
H 4.05 1.21 -0.88
H 2.72 2.16 -1.57
H 4.23 -1.65 -2.57
H 3.28 -2.44 -1.27
H 4.40 -1.12 -0.86
H 3.03 -0.14 -4.20
H 1.35 0.45 -3.95
H 1.69 -1.31 -3.92
H -3.84 1.52 1.73
H -2.13 1.60 2.23
H -3.29 0.59 3.16
H -4.14 -1.91 2.33
H -2.59 -1.66 3.20
H -2.67 -2.81 1.84
H -4.85 0.31 0.33
H -4.68 -1.47 0.16
H -3.89 -0.38 -1.02
C -2.07 2.86 -1.83
C -3.15 2.36 -2.59
C -4.08 3.24 -3.14
C -3.95 4.62 -2.93
C -2.93 5.11 -2.13
C -2.00 4.24 -1.56
S -0.76 1.83 -1.30
H -1.50 0.48 -1.26
H -3.22 1.29 -2.77
H -4.90 2.86 -3.75
H -4.65 5.29 -3.43
H -2.84 6.18 -1.96
H -1.19 4.63 -0.95
C 0.60 -1.77 2.44
N 1.11 -0.48 1.84
C 2.59 -0.61 1.71
N 3.25 -0.88 3.00
C 2.69 -2.14 3.55
N 1.22 -2.06 3.74
C 0.94 -0.93 4.66
N 1.45 0.36 4.14
C 0.83 0.62 2.83
C 2.92 0.21 3.95
H 0.84 -2.59 1.74
H -0.48 -1.69 2.58
H 2.99 0.33 1.31
H 2.81 -1.46 1.05
H 3.15 -2.33 4.53
H 2.91 -2.96 2.85
H -0.15 -0.85 4.81
H 1.44 -1.15 5.61
H 1.25 1.55 2.42
H -0.26 0.71 2.96
H 3.38 -0.01 4.92
H 3.31 1.16 3.54
```

Its highest occupied orbital energy (alpha / beta) is -16.919 / -16.921 eV. The largest force on an atom comes out at 0.070 Eh/bohr. The spin multiplicity is 5. As for the total charge: +3. Its LUMO energy (alpha / beta) is -10.65 / -10.56 eV. The value obtained for the molecular weight is 671.6 u. Its energy above the lowest of the compared OMol25 structures with the same formula, charge and spin is 120.61 kJ/mol. Its HOMO-LUMO gap (alpha / beta) is 6.3 / 6.4 eV.